ORCA calculation (ωB97M-V/def2-TZVPD) on a 2-piece molecular cluster, C4H12 overall.

For the total energy, the calculation gives -159.57390 a.u. The calculation puts the energy relative to the best compared isomer or geometry (same formula, charge and spin) at 29.1 kJ/mol. The calculation puts the HOMO energy at -0.4288 Eh. The SMILES is CC.CC. The calculation puts the lowest unoccupied orbital energy at 1.292 eV.

Last columns: bonded neighbours and bond lengths (Å).
Positions of all 16 atoms, in Å:
1 C 0.428 -4.314 -1.397  C2 1.541, H3 1.093, H4 1.087, H5 1.095
2 C 1.492 -4.483 -2.499  C1 1.541, H6 1.086, H7 1.087, H8 1.090
3 H 0.704 -4.843 -0.482  C1 1.093
4 H -0.571 -4.625 -1.693  C1 1.087
5 H 0.341 -3.298 -0.998  C1 1.095
6 H 1.191 -5.220 -3.237  C2 1.086
7 H 1.819 -3.540 -2.929  C2 1.087
8 H 2.365 -4.884 -1.983  C2 1.090
9 C -1.426 4.773 2.397  C10 1.533, H11 1.093, H12 1.081, H13 1.087
10 C -0.537 3.976 1.435  C9 1.533, H14 1.095, H15 1.088, H16 1.090
11 H -1.189 5.832 2.267  C9 1.093
12 H -1.293 4.476 3.428  C9 1.081
13 H -2.477 4.702 2.131  C9 1.087
14 H 0.485 4.368 1.434  C10 1.095
15 H -0.466 2.926 1.712  C10 1.088
16 H -0.867 4.155 0.413  C10 1.090